{
  "formula": "C4H11NO2",
  "method": "ωB97M-V/def2-TZVPD",
  "species": ["C", "N", "C", "C", "C", "O", "H", "H", "H", "H", "H", "H", "H", "H", "H", "O", "H", "H"],
  "coordinates": [[1.0888, -1.7758, 1.5635], [0.3513, -0.6230, 1.0364], [0.5040, -0.4634, -0.4007], [-0.4886, 0.5917, -0.9245], [0.1008, 1.5709, -1.9307], [1.2483, 1.8927, -1.8748], [0.6766, -2.6157, 1.0001], [1.0875, -1.9499, 2.6381], [2.1677, -1.7238, 1.3196], [0.6200, 0.2228, 1.5302], [0.3941, -1.4307, -0.8758], [1.5232, -0.1449, -0.6947], [-1.4036, 0.0077, -1.0907], [-0.9529, 1.2233, -0.1435], [-0.6533, 1.9571, -2.6543], [-2.4284, -0.5603, 1.6024], [-2.4395, -0.5377, 2.5580], [-1.5835, -1.0149, 1.3611]],
  "atomic_forces_ev_per_a": [[0.9, 0.1, -1.2], [0.1, -0.5, 1.0], [1.0, 1.3, 0.3], [-0.5, -0.9, 0.7], [-1.6, -1.2, 0.4], [0.4, 0.5, -0.4], [0.2, -0.4, 0.5], [-0.8, 0.3, 0.0], [-0.2, 0.0, -0.1], [-0.1, 0.0, -0.2], [-0.5, -0.2, -0.1], [-0.2, 0.0, 0.3], [0.0, 0.5, -1.4], [0.9, 0.0, 0.3], [0.5, 0.3, 0.0], [0.2, -0.5, -0.5], [0.0, 0.0, 0.3], [-0.4, 0.8, 0.4]],
  "max_force_ev_per_a": 2.034,
  "total_energy_ha": -364.19979,
  "lumo_energy_ev": 0.88,
  "smiles": "CNCCC=O.O"
}

=====

{
  "formula": "C4H11NO2",
  "method": "ωB97M-V/def2-TZVPD",
  "species": ["O", "C", "C", "C", "N", "C", "O", "H", "H", "H", "H", "H", "H", "H", "H", "H", "H", "H"],
  "coordinates": [[2.9186, 1.0479, 0.3388], [1.8046, 0.0969, 0.2380], [0.6575, 0.5424, -0.8585], [-0.5559, 0.8977, 0.0824], [-1.5399, -0.0437, 0.5611], [-1.9278, -1.1094, -0.2968], [-1.2059, -2.3052, -0.0918], [2.6228, 1.8074, 0.9443], [2.3228, -0.9086, -0.1178], [1.4644, -0.0772, 1.2657], [0.3883, -0.3162, -1.4927], [1.0732, 1.3877, -1.3372], [-1.1688, 1.6312, -0.4501], [0.0061, 1.5417, 0.8463], [-1.8463, 0.2213, 1.5218], [-1.8120, -0.8790, -1.4138], [-2.9149, -1.4703, 0.0411], [-0.2866, -2.0648, 0.2192]],
  "atomic_forces_ev_per_a": [[-1.7, 1.0, 1.0], [1.8, -1.4, -2.1], [-0.1, -2.9, 4.3], [0.7, 3.3, -1.3], [1.6, 0.4, 1.0], [-0.7, -0.4, 0.6], [2.5, -0.4, 0.6], [0.6, -1.7, -1.4], [-1.0, 2.0, 0.7], [-0.6, 0.0, -0.4], [0.5, 0.5, -0.2], [0.0, 0.8, -0.8], [0.3, 0.5, -0.3], [-1.5, -1.1, -0.2], [-0.2, -1.3, -1.6], [-0.6, 0.3, 1.6], [-0.2, 0.7, -0.9], [-1.5, -0.4, -0.6]],
  "max_force_ev_per_a": 5.150,
  "total_energy_ha": -364.15386,
  "lumo_energy_ev": 0.73,
  "smiles": "OCCCNCO"
}

=====

Energy above the lowest of the compared OMol25 structures with the same formula, charge and spin per entry: 42.9 71.7 kcal/mol
HOMO per entry: -9.137 -8.770 eV